a | C6H14N2O | ωB97M-V/def2-TZVPD

Values from the calculation:
Gap between HOMO and LUMO = 9.366 eV

Atoms and positions in Å:
1 C 0.41 1.50 0.01
2 C 0.26 1.90 -1.44
3 C 1.53 2.25 0.69
4 C -0.79 -2.43 2.20
5 N -1.25 -2.03 1.12
6 H -0.53 1.67 0.54
7 H 1.19 1.73 -1.99
8 H 1.35 3.33 0.64
9 H -0.01 2.96 -1.52
10 H -0.54 1.35 -1.92
11 H 1.62 1.99 1.74
12 H 2.48 2.10 0.17
13 H -1.33 -3.13 2.84
14 H 0.07 -1.98 2.70
15 C -1.58 -1.39 -1.15
16 C -0.69 -2.18 -0.20
17 N 0.74 -0.14 -0.01
18 O -0.21 -3.26 -0.55
19 H 1.47 -0.37 -0.67
20 H 1.12 -0.37 0.91
21 H -1.29 -0.35 -1.03
22 H -1.37 -1.67 -2.18
23 H -2.63 -1.47 -0.89

Results of the natural (NBO) charge analysis, in e, for atoms 1 through 5:
1. C -0.02
2. C -0.63
3. C -0.63
4. C 0.10
5. N -0.50



b | C6H14N2O | ωB97M-V/def2-TZVPD

Values from the calculation:
Gap between HOMO and LUMO = 10.189 eV

Atoms and positions in Å:
1 C 1.18 -1.11 -0.61
2 C -1.10 -0.38 -1.74
3 C 1.88 0.21 -0.88
4 C -0.39 -1.12 -0.64
5 N -0.94 -1.89 0.19
6 H -1.95 -1.95 0.10
7 H 1.44 -1.52 0.36
8 H 1.45 -1.85 -1.38
9 H -0.50 0.42 -2.15
10 H -1.34 -1.08 -2.54
11 H -2.04 0.03 -1.36
12 H 1.18 1.05 -0.64
13 H 2.73 0.33 -0.22
14 H 2.24 0.28 -1.91
15 C -0.19 0.21 2.28
16 C -0.97 0.92 1.20
17 N -0.25 1.87 0.51
18 O -2.14 0.72 0.95
19 H -0.78 2.46 -0.12
20 H 0.55 2.30 0.95
21 H 0.88 0.31 2.13
22 H -0.46 0.65 3.24
23 H -0.47 -0.84 2.28

Results of the natural (NBO) charge analysis, in e, for atoms 1 through 5:
1. C -0.47
2. C -0.72
3. C -0.65
4. C 0.34
5. N -0.65



b has the most favorable energy; the next structure is 264.6 kJ/mol above.



a | C4H6N3 | ωB97M-V/def2-TZVPD

Values from the calculation:
Total charge = +1
Gap between HOMO and LUMO = 9.591 eV

Atoms and positions in Å:
1 C 2.02 0.38 -1.03
2 C 0.42 -0.87 2.03
3 C -2.73 0.12 -0.15
4 C -0.42 0.38 -0.51
5 N 0.67 0.59 -0.98
6 N 0.05 -0.91 0.99
7 N -1.65 0.64 -0.48
8 H 2.48 1.17 -0.58
9 H 2.38 -0.47 -0.39
10 H 0.92 -1.04 3.00
11 H 2.37 0.12 -1.97
12 H -2.86 -0.88 0.33
13 H -3.65 0.78 -0.26

Results of the natural (NBO) charge analysis, in e, for atoms 1 through 5:
1. C -0.44
2. C 0.23
3. C 0.14
4. C 0.72
5. N -0.25



b | C4H6N3 | ωB97M-V/def2-TZVPD

Values from the calculation:
Total charge = +1
Gap between HOMO and LUMO = 9.647 eV

Atoms and positions in Å:
1 C -2.73 -0.35 -0.16
2 C -1.87 0.66 -0.47
3 C 1.43 -0.61 -0.21
4 C 1.47 0.90 -0.26
5 N -1.61 -1.00 0.14
6 N -0.94 0.14 0.64
7 N 0.56 0.11 0.75
8 H -3.68 -0.60 -0.28
9 H 1.05 -1.10 -1.05
10 H 2.13 -1.25 0.31
11 H 2.30 1.47 0.13
12 H 1.00 1.45 -1.21
13 H 0.91 0.18 1.68

Results of the natural (NBO) charge analysis, in e, for atoms 1 through 5:
1. C -0.06
2. C 0.18
3. C -0.23
4. C -0.21
5. N -0.07



c | C4H6N3 | ωB97M-V/def2-TZVPD

Values from the calculation:
Total charge = +1
Gap between HOMO and LUMO = 8.435 eV

Atoms and positions in Å:
1 C -2.50 0.24 -0.99
2 C -1.82 1.42 -0.50
3 C -0.92 -1.09 -0.05
4 C 2.09 -0.33 0.43
5 N -2.08 -0.93 -0.62
6 N -0.17 0.00 0.10
7 N -0.57 1.24 -0.13
8 H -3.21 0.33 -1.75
9 H -2.19 2.48 -0.64
10 H -0.56 -2.07 0.35
11 H 2.33 0.70 0.90
12 H 1.98 -1.31 0.89
13 H 2.37 -0.30 -0.63

Results of the natural (NBO) charge analysis, in e, for atoms 1 through 5:
1. C 0.12
2. C 0.01
3. C 0.26
4. C -0.12
5. N -0.37



a has the most favorable energy; the next structure is 61.5 kJ/mol above.



a | C6H12N2O | ωB97M-V/def2-TZVPD

Values from the calculation:
Gap between HOMO and LUMO = 9.678 eV

Atoms and positions in Å:
1 C -0.33 -1.05 -1.54
2 C 0.33 -0.33 -2.73
3 C 0.51 -0.95 -0.30
4 C 1.23 0.14 0.09
5 C 1.07 -1.31 1.73
6 N 0.42 -1.84 0.73
7 N 1.66 -0.15 1.37
8 H -1.24 -0.51 -1.31
9 H -0.57 -2.07 -1.84
10 H 0.17 0.74 -2.66
11 H 1.68 1.02 -0.35
12 H 1.36 -1.71 2.70
13 H 2.23 0.46 1.92
14 H -0.05 -0.69 -3.68
15 H 1.40 -0.58 -2.77
16 C -1.78 1.81 1.38
17 O -1.68 0.63 2.16
18 H -1.00 0.10 1.73
19 H -0.85 2.40 1.29
20 H -1.95 1.50 0.35
21 H -2.61 2.39 1.74

Results of the natural (NBO) charge analysis, in e, for atoms 1 through 5:
1. C -0.43
2. C -0.60
3. C 0.10
4. C -0.15
5. C 0.16



b | C6H12N2O | ωB97M-V/def2-TZVPD

Values from the calculation:
Gap between HOMO and LUMO = 8.845 eV

Atoms and positions in Å:
1 C -0.65 -0.61 -1.11
2 C -1.17 1.76 -1.19
3 C 1.15 1.05 -0.99
4 C 1.02 -1.43 2.32
5 N -0.23 0.72 -1.52
6 C 0.72 -1.54 0.86
7 C -0.50 -0.77 0.39
8 N -1.30 -0.36 1.27
9 O 1.35 -2.23 0.09
10 H -2.17 0.03 0.91
11 H 0.00 -1.33 -1.62
12 H -1.69 -0.76 -1.40
13 H -0.84 2.69 -1.65
14 H -2.16 1.50 -1.58
15 H -1.26 1.94 -0.10
16 H 1.82 0.25 -1.30
17 H 1.45 1.97 -1.50
18 H 1.23 1.27 0.09
19 H 0.10 -1.56 2.88
20 H 1.38 -0.42 2.53
21 H 1.77 -2.16 2.62

Results of the natural (NBO) charge analysis, in e, for atoms 1 through 5:
1. C -0.30
2. C -0.42
3. C -0.44
4. C -0.72
5. N -0.41



a has the most favorable energy; the next structure is 40.4 kJ/mol above.



a | C6H12N2O | ωB97M-V/def2-TZVPD

Values from the calculation:
Gap between HOMO and LUMO = 9.652 eV

Atoms and positions in Å:
1 C -1.49 0.61 -1.36
2 C -1.43 1.15 -2.79
3 C -0.20 0.72 -0.62
4 C 1.07 0.26 -0.77
5 C 0.94 1.47 1.05
6 N -0.26 1.47 0.54
7 N 1.78 0.73 0.30
8 H -2.24 1.19 -0.83
9 H -1.98 -0.38 -1.44
10 H -0.95 0.46 -3.49
11 H 1.59 -0.15 -1.61
12 H 1.20 2.08 1.91
13 H 2.78 0.67 0.40
14 H -0.94 2.11 -2.93
15 H -2.44 1.24 -3.19
16 C -0.33 -2.90 1.19
17 O 0.24 -2.36 2.39
18 H 0.59 -1.49 2.15
19 H -0.46 -3.98 1.29
20 H -1.28 -2.39 1.03
21 H 0.31 -2.78 0.32

Results of the natural (NBO) charge analysis, in e, for atoms 1 through 5:
1. C -0.43
2. C -0.60
3. C 0.09
4. C -0.13
5. C 0.15



b | C6H12N2O | ωB97M-V/def2-TZVPD

Values from the calculation:
Gap between HOMO and LUMO = 10.154 eV

Atoms and positions in Å:
1 C -0.46 -0.99 0.03
2 C 0.86 -0.16 0.06
3 C -1.11 -1.16 -2.43
4 C 1.97 1.55 1.57
5 C -1.34 -0.49 -1.11
6 C 0.75 1.19 0.77
7 N -1.21 -0.99 1.27
8 N -0.20 2.00 0.74
9 O -2.16 0.39 -0.95
10 H -0.18 -2.03 -0.18
11 H -0.59 -1.06 2.07
12 H -1.75 -0.13 1.36
13 H -1.01 1.74 0.19
14 H 1.19 0.03 -0.97
15 H 1.63 -0.75 0.55
16 H -1.54 -0.57 -3.24
17 H -0.05 -1.32 -2.61
18 H -1.60 -2.13 -2.40
19 H 2.10 0.85 2.39
20 H 1.85 2.55 1.97
21 H 2.86 1.51 0.94

Results of the natural (NBO) charge analysis, in e, for atoms 1 through 5:
1. C -0.15
2. C -0.50
3. C -0.72
4. C -0.67
5. C 0.62



c | C6H12N2O | ωB97M-V/def2-TZVPD

Values from the calculation:
Gap between HOMO and LUMO = 9.247 eV

Atoms and positions in Å:
1 C 1.13 -2.44 -0.89
2 C 0.04 -1.79 -0.14
3 C -0.93 -0.95 -0.59
4 C -1.35 -1.47 1.48
5 N -0.22 -2.05 1.20
6 N -1.77 -0.68 0.44
7 H 1.28 -2.06 -1.90
8 H 1.04 -3.52 -0.99
9 H -1.09 -0.70 -1.62
10 H -1.82 -1.51 2.45
11 H -2.37 0.12 0.58
12 H 2.06 -2.29 -0.34
13 C 0.03 1.67 0.01
14 C 1.42 2.29 -0.15
15 O -1.02 2.71 0.12
16 H -0.28 1.42 -1.00
17 H 0.01 0.99 0.85
18 H 1.62 2.84 0.78
19 H -1.23 2.79 1.06
20 H 1.39 3.12 -0.85
21 H 2.07 1.50 -0.51

Results of the natural (NBO) charge analysis, in e, for atoms 1 through 5:
1. C -0.64
2. C 0.08
3. C -0.10
4. C 0.16
5. N -0.46



d | C6H12N2O | ωB97M-V/def2-TZVPD

Values from the calculation:
Gap between HOMO and LUMO = 9.584 eV

Atoms and positions in Å:
1 C 0.28 -0.69 0.02
2 C -1.22 -1.06 0.03
3 C 0.87 -1.29 1.31
4 C 0.86 -1.38 -1.22
5 C -0.41 2.72 -0.10
6 N -1.47 1.92 -0.06
7 C 0.95 1.90 -0.07
8 N 1.12 0.68 -0.02
9 O -0.40 3.93 -0.13
10 H -1.29 0.90 -0.01
11 H -2.40 2.29 -0.06
12 H 1.79 2.59 -0.08
13 H 0.67 -2.45 -1.21
14 H -1.29 -2.15 0.07
15 H -1.74 -0.72 -0.87
16 H -1.73 -0.67 0.91
17 H 0.67 -2.36 1.36
18 H 0.43 -0.81 2.18
19 H 1.94 -1.16 1.34
20 H 0.43 -0.95 -2.12
21 H 1.94 -1.25 -1.27

Results of the natural (NBO) charge analysis, in e, for atoms 1 through 5:
1. C 0.11
2. C -0.68
3. C -0.61
4. C -0.61
5. C 0.60



b has the most favorable energy; the next structure is 32.8 kJ/mol above.